Record 1
24
Properties=species:S:1:pos:R:3 method="wB97M-V/def2-TZVPD" total_charge=0 lumo_ev="-0.39 / -0.39" homo_energy_ev="-8.15 / -8.15"
C -3.92667 0.32545 -0.17118
C -3.30863 1.31321 0.56214
C -3.28585 -0.65668 -0.90184
C -1.97054 1.49029 0.48822
C -1.84446 -0.56693 -0.82552
C -1.17341 0.49963 -0.14865
C 0.25704 0.59353 -0.22663
C 1.23231 -0.42230 -0.08326
C 0.89359 -1.89051 0.21731
C 4.74812 0.48914 0.68418
N 2.73733 -0.54183 -0.01462
N 3.67078 0.25264 -0.02919
F 3.82625 1.21874 -1.46656
H -4.89299 0.16426 0.11441
H -3.91334 1.99305 1.03675
H -3.82038 -1.37745 -1.46443
H -1.58533 2.29780 0.98677
H -1.24459 -1.26858 -1.28388
H 1.60948 -2.23479 0.93867
H 1.02001 -2.47616 -0.82967
H -0.10035 -2.06804 0.61629
H 0.65348 1.60726 -0.20449
H 4.88134 0.08157 1.67345
H 5.53681 1.17669 0.33173


Record 2
156
Properties=species:S:1:pos:R:3 method="wB97M-V/def2-TZVPD" total_charge=0 lumo_ev=0.10 homo_energy_ev=-8.05
Na 9.01170 -19.68244 -18.99510
Na 5.86324 -19.94234 -21.80775
B 6.34657 -20.35103 -18.18777
F 5.02270 -20.67794 -17.85927
F 6.47643 -19.67678 -19.40375
F 6.99018 -19.59138 -17.20036
F 7.04051 -21.60447 -18.36232
O 8.07820 -18.85998 -23.48368
C 8.85045 -19.04661 -22.32690
O 9.96758 -18.48473 -22.32324
O 8.35847 -19.71189 -21.38325
H 8.81748 -18.44788 -23.98392
C 8.85806 -23.84095 -16.17105
O 8.59433 -23.72354 -14.81510
C 7.25756 -23.32622 -14.51029
C 6.90668 -21.98895 -15.14080
N 5.54889 -21.60724 -14.70130
C 5.08813 -20.41861 -15.41843
C 3.94835 -19.74877 -14.68584
O 4.44914 -19.14139 -13.50650
C 3.43070 -18.67344 -12.66837
H 8.83718 -22.86457 -16.66481
H 8.18552 -24.54742 -16.67731
H 9.86996 -24.20619 -16.37066
H 7.24189 -23.30496 -13.42198
H 6.60738 -24.11211 -14.91614
H 6.90897 -22.07210 -16.22816
H 7.60792 -21.21300 -14.80179
H 5.65230 -21.37487 -13.71695
H 4.71730 -20.71804 -16.39905
H 5.91505 -19.70157 -15.52327
H 3.17154 -20.47157 -14.41149
H 3.57502 -18.97792 -15.37580
H 3.01097 -19.48817 -12.06444
H 2.63845 -18.18675 -13.24484
H 3.85250 -17.96609 -11.95473
C 4.91462 -17.04917 -20.12739
O 5.80547 -17.52328 -21.11147
C 5.73305 -16.79085 -22.32301
C 4.69554 -17.36343 -23.27842
N 5.13275 -18.66349 -23.79124
C 4.27634 -19.12557 -24.86342
C 4.83137 -20.39690 -25.43853
O 5.97464 -20.10594 -26.19307
C 6.84519 -21.21230 -26.30400
H 3.85846 -17.19671 -20.39638
H 4.98380 -15.95537 -20.01040
H 5.10768 -17.47124 -19.14537
H 6.73408 -16.87826 -22.75790
H 5.65664 -15.70419 -22.19690
H 4.55528 -16.65488 -24.10606
H 3.77233 -17.48264 -22.70812
H 6.07132 -18.60158 -24.18135
H 4.01036 -18.43072 -25.67359
H 3.28924 -19.40349 -24.46522
H 4.04490 -20.92770 -25.99474
H 5.08853 -21.09917 -24.63331
H 7.34652 -21.38385 -25.34160
H 7.63013 -20.92577 -27.00484
H 6.38413 -22.14498 -26.64301
C 7.70999 -13.44350 -17.46113
O 7.85432 -14.81033 -17.68407
C 8.05977 -15.18079 -19.02174
C 8.21346 -16.68715 -19.03139
N 9.38329 -17.19377 -18.29588
C 10.61499 -16.98928 -19.05623
C 11.84769 -17.46680 -18.32283
O 12.01421 -16.64219 -17.19622
C 13.28653 -16.71794 -16.61182
H 7.63929 -13.25585 -16.38952
H 6.86858 -12.97515 -17.97917
H 8.64095 -12.91575 -17.72209
H 8.87936 -14.65521 -19.53296
H 7.16691 -14.91583 -19.61319
H 8.21186 -17.12190 -20.03119
H 7.35611 -17.07420 -18.47274
H 9.57853 -16.64683 -17.46269
H 10.82357 -15.92929 -19.27278
H 10.64106 -17.45191 -20.05254
H 12.71173 -17.42040 -18.99604
H 11.76257 -18.53014 -18.04215
H 13.28864 -17.46591 -15.80079
H 13.51436 -15.79540 -16.07569
H 14.09985 -16.98853 -17.28831
C 7.62863 -22.63443 -22.63567
O 6.32698 -22.10792 -22.51084
C 5.34574 -23.01668 -22.01822
C 4.46680 -22.40618 -20.94265
N 3.69994 -21.24878 -21.42269
C 2.92451 -20.67475 -20.30115
C 2.09876 -19.55926 -20.89748
O 1.13039 -20.05250 -21.78548
C 0.16368 -19.08799 -22.13666
H 8.26514 -21.87674 -23.08492
H 7.68329 -23.53749 -23.25764
H 8.04507 -22.89267 -21.65549
H 5.74598 -23.98207 -21.69468
H 4.75732 -23.27731 -22.91382
H 5.12022 -22.07517 -20.13090
H 3.81085 -23.20566 -20.57177
H 3.02080 -21.53814 -22.12092
H 3.58189 -20.25650 -19.54133
H 2.24654 -21.40011 -19.83967
H 2.74702 -18.83541 -21.41009
H 1.62710 -18.99260 -20.07645
H 0.55247 -18.21294 -22.67538
H -0.33066 -18.76758 -21.21389
H -0.51465 -19.57589 -22.83427
C -5.29216 -25.54697 -17.12226
O -3.89298 -25.44430 -17.24799
C -3.23240 -25.75022 -16.02938
C -1.74099 -25.68573 -16.23101
N -1.36324 -24.30228 -16.50172
C -0.13807 -24.17788 -17.29315
C 0.20325 -22.70831 -17.47499
O 1.50990 -22.45820 -17.92130
C 2.60688 -23.11319 -17.33416
H -5.71861 -25.54016 -18.12423
H -5.69480 -24.66362 -16.60973
H -5.59467 -26.45603 -16.59410
H -3.54757 -26.76872 -15.75808
H -3.54980 -25.08362 -15.21601
H -1.47557 -26.36144 -17.06150
H -1.22904 -26.10238 -15.35902
H -2.12777 -23.89707 -17.03473
H -0.22668 -24.64860 -18.28904
H 0.63689 -24.74238 -16.77224
H 0.06318 -22.19985 -16.50363
H -0.51828 -22.18040 -18.10187
H 2.55513 -24.20137 -17.45439
H 2.55286 -22.98691 -16.23737
H 3.53779 -22.68400 -17.68761
C 11.54535 -14.35412 -11.87819
O 10.46291 -14.44452 -12.77944
C 10.75409 -15.34551 -13.83056
C 9.55286 -15.40558 -14.71706
N 8.53900 -16.25165 -14.10267
C 7.34879 -16.40288 -14.94646
C 6.26038 -17.01708 -14.08374
O 5.77686 -15.97562 -13.22713
C 4.88242 -16.47532 -12.27376
H 11.29643 -13.68875 -11.05323
H 12.42789 -13.97252 -12.40077
H 11.69752 -15.34315 -11.42807
H 10.98907 -16.33700 -13.42775
H 11.62730 -14.96681 -14.38254
H 9.79526 -15.87940 -15.66617
H 9.16366 -14.40153 -14.92771
H 8.20994 -15.85790 -13.22579
H 7.55201 -17.11242 -15.75249
H 6.95525 -15.46988 -15.36396
H 6.60906 -17.89758 -13.53103
H 5.40879 -17.34811 -14.69965
H 4.48059 -15.64236 -11.69942
H 5.35054 -17.22579 -11.62500
H 4.00834 -16.98588 -12.71016


Record 3
9
Properties=species:S:1:pos:R:3 method="wB97M-V/def2-TZVPD" total_charge=0 lumo_ev="-2.08 / -2.08" homo_energy_ev="-9.70 / -9.70"
C 1.49005 0.65529 0.84539
C 0.31432 1.33179 0.62158
C 1.69280 -0.65903 0.53951
C -1.71063 0.19214 -0.71219
N 0.52454 -0.95557 0.06441
N -0.25207 0.20914 0.14849
S -2.42556 1.51024 -1.28531
H 2.44832 -1.53441 0.62713
H -2.08177 -0.74959 -0.84899


Record 4
92
Properties=species:S:1:pos:R:3 method="wB97M-V/def2-TZVPD" total_charge=-2 lumo_ev="4.26 / 4.26" homo_energy_ev="-0.56 / -0.55"
Os -0.23800 -0.05269 0.21502
C 3.11395 -1.73198 -5.05246
C 2.84205 -1.46254 -3.59609
C 3.43393 -0.39099 -2.93885
C 3.14011 -0.11835 -1.61410
C 2.20816 -0.89512 -0.92221
N 1.76248 -0.57586 0.36060
C 2.64289 -0.43938 1.39646
C 4.00107 -0.80080 1.21550
C 4.93476 -0.75230 2.22595
C 4.57673 -0.36749 3.50895
C 5.56888 -0.32439 4.64030
C 3.24054 -0.06269 3.71491
C 2.26312 -0.07216 2.72019
C 0.80350 0.15730 3.17276
O -0.17646 0.22248 2.26008
C 0.66609 1.54309 3.90240
F 0.79087 2.53374 3.00812
F -0.54736 1.66288 4.47322
F 1.55562 1.82772 4.89035
C 0.42355 -0.98192 4.19577
F 0.90797 -0.77234 5.45711
F 0.90267 -2.17284 3.80272
F -0.89658 -1.12176 4.32984
C 1.60133 -1.99486 -1.57300
C 1.94843 -2.26276 -2.89045
C 0.57465 -2.82923 -0.76587
O -0.35258 -2.12574 -0.05590
C 1.36659 -3.77576 0.22733
F 2.45307 -4.34018 -0.36445
F 0.60007 -4.80170 0.66065
F 1.79826 -3.15815 1.31390
C -0.22568 -3.80447 -1.69071
F -1.25202 -4.37628 -1.06258
F 0.54331 -4.81436 -2.17909
F -0.74731 -3.18469 -2.77228
H 4.00682 -1.20353 -5.39072
H 2.27942 -1.39962 -5.67678
H 3.26059 -2.79724 -5.24403
H 4.12577 0.25116 -3.47517
H 3.58774 0.72560 -1.10639
H 4.31403 -1.16043 0.24670
H 5.95894 -1.04562 2.01183
H 6.55591 -0.64499 4.30043
H 5.27402 -0.98116 5.46334
H 5.67485 0.68220 5.05443
H 2.93842 0.17095 4.72464
H 1.51319 -3.10779 -3.40697
F 0.53165 4.58451 -2.49155
C 1.20486 3.60643 -3.12742
F 2.44339 3.57856 -2.59855
F 1.35762 4.03137 -4.41003
C 0.51643 2.28130 -3.06524
C 0.03292 1.69398 -4.21901
C -0.61567 0.46693 -4.15615
C -0.73240 -0.14413 -2.91972
N -0.25278 0.40769 -1.80946
C 0.34003 1.62301 -1.83266
S 0.75314 2.12980 -0.25386
H 0.15664 2.20096 -5.16685
H -1.01554 -0.00919 -5.03955
H -1.22194 -1.09758 -2.79683
C -3.46397 -2.19582 1.29521
C -4.23728 -1.60147 0.11304
C -3.62730 -2.04379 -1.22004
C -4.40113 -0.09621 0.17975
C -5.67977 0.42302 0.09728
C -5.96177 1.78447 0.13963
C -4.88477 2.64796 0.32090
C -3.58035 2.21237 0.41820
C -2.47826 3.20098 0.72623
C -2.55650 3.66987 2.18127
C -2.45014 4.39396 -0.22980
C -3.27509 0.80505 0.27630
N -2.03217 0.38967 0.25969
H -3.48601 -3.28913 1.24622
H -3.90873 -1.88308 2.24222
H -2.42104 -1.89211 1.29279
H -5.25538 -2.00793 0.16459
H -2.57612 -1.75875 -1.25415
H -4.15030 -1.57591 -2.05820
H -3.67721 -3.12923 -1.33428
H -6.49850 -0.28693 0.00081
H -6.97742 2.15347 0.06589
H -5.07143 3.71467 0.41227
H -1.53050 2.68130 0.61363
H -3.52423 4.13905 2.38500
H -1.76669 4.39410 2.40122
H -2.43324 2.82611 2.86181
H -3.32909 5.03368 -0.10439
H -2.42205 4.06067 -1.26949
H -1.56033 5.00333 -0.05214


ΔE to the lowest compared entry with this formula, charge and spin
In order: 132.1 8.6 172.0 8.3
Unit: kcal/mol